Record 1
{"formula": "C12H33BrN3O3", "method": "ωB97M-V/def2-TZVPD", "symbols": ["Br", "C", "C", "C", "O", "C", "N", "H", "H", "H", "H", "H", "H", "H", "H", "H", "H", "H", "C", "C", "C", "O", "C", "N", "H", "H", "H", "H", "H", "H", "H", "H", "H", "H", "H", "C", "C", "C", "O", "C", "N", "H", "H", "H", "H", "H", "H", "H", "H", "H", "H", "H"], "coordinates": [[2.4107, -2.2981, -0.8547], [-2.0918, -1.5777, -2.0417], [-1.4548, -0.1945, -2.0078], [-1.3369, 0.3168, -0.5891], [-0.9160, 1.6671, -0.5798], [-0.5479, 2.1482, 0.6843], [-0.1318, -0.1864, -2.6769], [-3.1238, -1.6550, -1.6792], [-1.5397, -2.2832, -1.4099], [-2.0661, -1.9545, -3.0649], [-2.1501, 0.4720, -2.5312], [-0.6454, -0.2684, 0.0264], [-2.3594, 0.2522, -0.1831], [0.3633, 1.6554, 1.0555], [-1.2690, 1.9074, 1.4786], [-0.4204, 3.2161, 0.5421], [-0.3187, -0.6945, -3.5409], [0.4368, -0.8539, -2.1435], [-2.0135, -4.4968, 2.2476], [-1.1811, -3.3796, 1.5876], [-0.8755, -2.3095, 2.6364], [-1.9781, -2.0112, 3.4923], [-2.9355, -1.1737, 2.8785], [0.0912, -4.0044, 1.2032], [-2.1093, -5.3336, 1.5570], [-3.0284, -4.1430, 2.4777], [-1.6060, -4.7908, 3.2130], [-1.7400, -3.0352, 0.7062], [-0.3881, -1.4289, 2.2081], [-0.1936, -2.7899, 3.3438], [-3.4972, -1.7090, 2.1013], [-2.4638, -0.3383, 2.3501], [-3.6024, -0.7949, 3.6499], [-0.0499, -4.6223, 0.4146], [0.7547, -3.2907, 0.8799], [3.5694, 1.6577, 0.3276], [2.6326, 2.0376, -0.8251], [2.6593, 3.5241, -1.0616], [1.8226, 3.8756, -2.1404], [1.1911, 5.1100, -1.9321], [2.9774, 1.2702, -2.0323], [3.6652, 2.3913, 1.1416], [4.5956, 1.5446, -0.0404], [3.3385, 0.6923, 0.7802], [1.5977, 1.7227, -0.6530], [3.6676, 3.9681, -1.1167], [2.2971, 3.9859, -0.1253], [0.3463, 4.9604, -1.2474], [0.7502, 5.4930, -2.8557], [1.8485, 5.9076, -1.5692], [3.0890, 0.2830, -1.8073], [3.9294, 1.5587, -2.2743]], "lumo_ev": 2.90, "e_homo_ev": -4.595, "total_charge": -1, "orbital_gap_ev": 7.49}

***

Record 2
{"formula": "C19H26I3N3O9", "method": "ωB97M-V/def2-TZVPD", "symbols": ["C", "C", "O", "N", "C", "C", "C", "C", "C", "C", "I", "C", "O", "N", "H", "C", "H", "H", "C", "C", "O", "H", "H", "H", "H", "O", "H", "I", "C", "O", "N", "H", "C", "H", "H", "C", "C", "O", "H", "H", "H", "O", "H", "H", "I", "C", "H", "H", "C", "O", "H", "C", "O", "H", "H", "H", "H", "H", "H", "H"], "coordinates": [[-1.9271, -2.2733, -2.0605], [-2.9580, -1.3205, -1.7204], [-3.9955, -1.3656, -2.1200], [-2.5169, -0.2588, -1.0579], [-1.3000, -0.2442, -0.7005], [-0.8197, -0.5913, 0.5246], [0.3963, -0.2407, 1.0287], [1.4577, 0.2981, 0.3302], [1.0984, 0.8818, -0.9102], [-0.2835, 0.6667, -1.3082], [-0.5540, 1.4963, -3.2201], [2.1137, 1.8199, -1.6847], [1.6608, 2.9320, -1.6695], [3.0706, 1.2517, -2.1135], [2.9625, 0.1014, -2.3675], [3.8844, 2.0613, -3.0549], [4.7446, 1.4971, -2.9226], [3.8931, 3.0433, -2.7034], [3.5673, 1.7857, -4.3962], [3.4703, 0.5554, -5.0092], [2.4724, -0.3996, -4.4861], [1.6946, 0.3220, -4.5996], [4.4937, 0.0003, -4.7948], [3.2994, 0.6561, -6.1017], [4.4094, 2.2554, -5.1317], [2.1760, 2.3436, -4.5767], [1.9009, 3.1707, -4.1910], [3.4611, 0.7820, 1.2716], [0.9517, -0.9731, 2.3048], [1.5494, -2.0999, 2.3391], [0.7840, -0.4867, 3.4980], [0.1066, 0.2711, 3.3329], [1.0869, -0.8991, 4.8391], [0.6080, -0.1969, 5.4494], [2.0960, -0.9844, 4.7871], [0.6307, -2.2429, 5.2657], [0.2971, -2.5481, 6.6362], [-0.6545, -1.1107, 7.1823], [-0.7836, -1.4632, 8.0178], [1.3677, -2.1397, 7.1278], [-0.2720, -3.2675, 6.9980], [1.3354, -3.0651, 4.7617], [1.5186, -3.1483, 3.7603], [-0.6612, -2.3347, 4.5974], [-1.9062, -1.9576, 1.5540], [-3.4299, 0.8800, -0.8150], [-2.8346, 1.8446, -0.8429], [-4.1779, 0.9840, -1.7095], [-4.0867, 0.8569, 0.3582], [-3.2318, 1.0117, 1.3751], [-3.7919, 0.8115, 2.2807], [-5.1700, -0.2518, 0.3895], [-6.0460, -0.3242, -0.5706], [-5.7308, -0.5014, -1.4143], [-5.9525, -0.0361, 1.3943], [-4.6529, -0.9741, 0.5787], [-4.7859, 1.8420, 0.2780], [-1.6549, -2.8094, -1.2814], [-0.8938, -1.8859, -2.4613], [-2.4254, -2.8066, -2.6409]], "lumo_ev": -0.67, "e_homo_ev": -8.708, "total_charge": 0, "orbital_gap_ev": 8.04}

***

Record 3
{"formula": "C11H24AlNO5PS", "method": "ωB97M-V/def2-TZVPD", "symbols": ["Al", "O", "C", "C", "N", "C", "C", "O", "O", "C", "C", "O", "O", "H", "H", "H", "H", "H", "H", "H", "H", "H", "C", "P", "C", "C", "H", "H", "H", "H", "H", "H", "H", "H", "H", "C", "S", "C", "H", "H", "H", "H", "H", "H"], "coordinates": [[7.8609, 9.8006, 8.1170], [9.3155, 9.7262, 6.9142], [10.5091, 8.9998, 7.4560], [10.6174, 9.1921, 8.9296], [9.3161, 9.0645, 9.5965], [8.8620, 7.6767, 9.9836], [7.8750, 7.1499, 8.9831], [7.6511, 5.9307, 8.9164], [7.2645, 8.1119, 8.2969], [9.2021, 10.0369, 10.7378], [8.5779, 11.3501, 10.2391], [8.6018, 12.3406, 10.9232], [7.9594, 11.2991, 9.0540], [9.5509, 10.4480, 6.2823], [11.4174, 9.3698, 6.9175], [10.3331, 7.9128, 7.2035], [11.0353, 10.1722, 9.2537], [11.2775, 8.4813, 9.4035], [8.1975, 7.6974, 10.8876], [9.6685, 6.9929, 10.2180], [10.1657, 10.1665, 11.2232], [8.5554, 9.6343, 11.5261], [5.4511, 11.9925, 6.7013], [6.1368, 10.3031, 6.4980], [4.7615, 9.1939, 6.4995], [6.7444, 10.3117, 4.7662], [6.3127, 12.6673, 6.5571], [4.9026, 12.0661, 7.6121], [4.7992, 12.2132, 5.8765], [3.8233, 9.7227, 6.3423], [4.7149, 8.7334, 7.4926], [4.8471, 8.4428, 5.7640], [7.8191, 10.5910, 4.7218], [6.2236, 11.0860, 4.1868], [6.6547, 9.3175, 4.3283], [4.7786, 5.0238, 6.7709], [5.6870, 5.4257, 5.3373], [7.4017, 5.3907, 5.8486], [5.1555, 5.7436, 7.5439], [4.9722, 4.0038, 7.1358], [3.7280, 5.0184, 6.4698], [7.7981, 4.3918, 5.6525], [7.6811, 5.6016, 6.8860], [7.8925, 6.0918, 5.1842]], "lumo_ev": -3.35, "e_homo_ev": -10.396, "total_charge": 1, "orbital_gap_ev": 7.05}

***

Record 4
{"formula": "C13H18NP", "method": "ωB97M-V/def2-TZVPD", "symbols": ["C", "C", "C", "C", "C", "C", "C", "C", "C", "C", "C", "C", "C", "N", "P", "H", "H", "H", "H", "H", "H", "H", "H", "H", "H", "H", "H", "H", "H", "H", "H", "H", "H"], "coordinates": [[5.5752, 1.6722, 0.4961], [4.7697, 1.9577, -0.6344], [5.2391, 0.5490, 1.2369], [3.7945, 1.0756, -1.1096], [4.3084, -0.2999, 0.8195], [3.4865, -0.0999, -0.3533], [2.6960, -1.1628, -0.4458], [1.1147, -2.8758, -0.3622], [0.2329, -2.4486, 0.8035], [-3.9405, 2.1445, 0.4083], [-3.3049, 0.7236, 0.3113], [-2.1025, 0.7886, -0.6564], [-1.3255, -0.5957, -0.6408], [2.3993, -2.3172, -0.5103], [-0.2879, -0.6489, 0.9319], [6.2346, 2.4555, 0.8718], [5.2098, 2.8183, -1.2369], [5.8129, 0.3699, 2.1294], [3.1582, 1.4905, -1.9009], [4.1159, -1.1448, 1.5033], [1.3104, -3.9470, -0.2911], [0.6488, -2.6121, -1.3235], [-0.7582, -2.9436, 0.7193], [0.6428, -2.8442, 1.8163], [-3.5471, 2.5168, 1.3886], [-3.5515, 2.7013, -0.5362], [-5.0217, 2.1165, 0.4098], [-3.9714, -0.0521, -0.0465], [-2.7921, 0.4581, 1.3171], [-2.2815, 0.8221, -1.7427], [-1.3938, 1.6245, -0.5521], [-2.2507, -1.2523, -0.6652], [-0.5371, -0.6035, -1.4413]], "lumo_ev": [-0.55, -0.15], "e_homo_ev": [-6.239, -7.648], "total_charge": 0, "orbital_gap_ev": [5.69, 7.50]}

***

Record 5
{"formula": "C10H20N3O8P2S", "method": "ωB97M-V/def2-TZVPD", "symbols": ["O", "N", "O", "C", "C", "C", "C", "P", "O", "O", "S", "N", "N", "H", "H", "H", "H", "H", "O", "P", "O", "C", "C", "O", "C", "C", "O", "C", "C", "H", "H", "H", "H", "H", "H", "H", "H", "H", "H", "H", "H", "H", "H", "H"], "coordinates": [[8.2625, -2.8012, -0.9065], [8.7174, -3.2825, 0.0043], [8.1606, -2.6863, 1.3411], [6.8495, -2.4556, 1.3061], [6.3439, -1.1493, 1.3675], [4.9776, -1.0524, 1.2885], [4.2285, -2.2436, 1.1564], [2.3852, -2.0732, 1.0080], [2.1607, -1.6836, -0.5336], [1.6981, -3.4493, 1.3466], [1.7573, -0.6308, 2.0835], [4.7034, -3.4609, 1.1369], [6.0378, -3.4943, 1.2196], [7.0000, -0.2969, 1.4459], [4.4569, -0.1036, 1.3183], [2.9859, -1.3733, -0.9278], [2.3087, -4.2022, 1.2925], [6.4493, -4.4237, 1.2148], [-4.2438, 0.3290, -1.2473], [-3.4310, 1.4526, -0.7423], [-2.6836, 2.1216, -2.0128], [-3.4702, 2.7315, -3.0382], [-4.1140, 4.0276, -2.5785], [-2.1639, 0.7181, -0.0344], [-2.1315, -0.6959, 0.1361], [-1.4686, -1.3812, -1.0414], [-3.2949, 2.7196, 0.2693], [-4.4297, 3.1062, 1.0743], [-4.9793, 1.9555, 1.8938], [-4.2282, 2.0284, -3.3933], [-2.7919, 2.9308, -3.8669], [-4.9318, 3.8292, -1.8794], [-4.5314, 4.5712, -3.4260], [-3.3889, 4.6622, -2.0699], [-3.1331, -1.0857, 0.3142], [-1.5519, -0.8955, 1.0404], [-1.8564, -1.0392, -2.0001], [-1.6056, -2.4629, -0.9812], [-0.3986, -1.1657, -1.0373], [-5.2089, 3.5245, 0.4316], [-4.0874, 3.9044, 1.7304], [-5.3897, 1.1706, 1.2503], [-5.7782, 2.3009, 2.5492], [-4.1910, 1.5049, 2.4972]], "lumo_ev": -5.79, "e_homo_ev": -11.595, "total_charge": 1, "orbital_gap_ev": 5.81}

***

Record 6
{"formula": "C13H25Cl2I2O12PS3", "method": "ωB97M-V/def2-TZVPD", "symbols": ["C", "C", "Cl", "C", "C", "P", "O", "I", "O", "S", "O", "O", "O", "C", "Cl", "C", "C", "O", "I", "H", "H", "H", "H", "H", "H", "H", "H", "H", "O", "S", "O", "O", "C", "C", "C", "H", "H", "H", "H", "H", "H", "H", "H", "O", "S", "O", "O", "C", "C", "C", "H", "H", "H", "H", "H", "H", "H", "H"], "coordinates": [[2.6433, 1.1378, 2.8626], [2.2019, 1.6116, 1.4841], [3.6582, 1.4244, 0.4016], [1.0529, 0.7894, 0.8427], [-0.2356, 1.5861, 0.5364], [-0.9018, 1.0172, -1.1984], [0.2170, 1.6344, -2.2460], [-0.5695, -1.4203, -1.3705], [-0.0264, 2.9974, 0.3429], [-0.4522, 3.7945, 1.6935], [0.6457, 4.1671, 2.5108], [-1.3080, 4.8861, 1.4494], [-1.1681, 2.5250, 2.4868], [-1.4453, 1.5620, 1.5158], [-2.8256, 2.3604, 0.5096], [-2.1440, 0.2500, 1.9295], [-1.9506, -0.1769, 3.3984], [-2.8649, -0.1872, 4.1311], [-0.0400, -0.8281, 4.1504], [1.9007, 1.4250, 3.6069], [3.5641, 1.6452, 3.1463], [2.8134, 0.0624, 2.8356], [2.0185, 2.6781, 1.5264], [0.8471, -0.1007, 1.4368], [1.4419, 0.4428, -0.1118], [0.8832, 0.9572, -2.4392], [-3.2075, 0.4266, 1.8302], [-1.8862, -0.5956, 1.2893], [-5.0578, -1.6251, 1.2773], [-6.1758, -2.5091, 1.4141], [-6.3415, -3.6231, 0.5359], [-7.5127, -1.6457, 1.4256], [-7.7586, -0.7593, 0.3148], [-8.1731, -1.5032, -0.9397], [-6.2683, -3.0830, 3.0759], [-6.8798, -0.1372, 0.1345], [-8.5632, -0.0990, 0.6326], [-7.3650, -2.1283, -1.3167], [-8.4467, -0.7970, -1.7242], [-9.0225, -2.1556, -0.7363], [-6.1702, -2.2361, 3.7500], [-5.4461, -3.7806, 3.2209], [-7.2183, -3.5907, 3.2193], [6.5397, 1.1316, -2.1723], [6.3046, 0.5609, -3.4617], [5.0878, -0.1300, -3.7564], [7.5394, -0.3709, -3.8467], [7.8957, -1.4307, -2.9378], [6.9198, -2.5903, -2.9879], [6.5621, 1.7900, -4.6963], [7.9891, -1.0351, -1.9247], [8.8833, -1.7690, -3.2460], [5.9351, -2.2966, -2.6273], [7.2761, -3.4110, -2.3644], [6.7996, -2.9471, -4.0111], [7.5003, 2.3008, -4.4977], [5.7294, 2.4871, -4.6331], [6.5754, 1.3114, -5.6720]], "lumo_ev": -0.33, "e_homo_ev": -9.011, "total_charge": 0, "orbital_gap_ev": 8.68}